[1]
Density functional theory data (ωB97M-V with the def2-TZVPD basis set) for 7 unconnected molecules or ions with the total composition C27H38NO19.

Summary:
HOMO, eV: -12.50
Total charge: +1
Frontier orbital gap, eV: 8.4

Each atom is followed by the atoms it is bonded to, with distances in Å.
Cartesian coordinates (Å):
1 C -3.1374 1.8086 2.0463  C2 1.553, H12 1.090, H13 1.098, H14 1.095
2 C -2.7132 2.0727 0.5756  C1 1.553, O3 1.428, H15 1.097, H16 1.098
3 O -2.6735 0.8359 -0.1363  C2 1.428, C4 1.412
4 C -1.6311 0.7823 -1.0874  O3 1.412, C5 1.571, H17 1.097, H18 1.102
5 C -0.8558 -0.5813 -1.0031  C4 1.571, N6 1.499, H19 1.092, H20 1.093
6 N 0.3291 -0.4445 -0.0951  C5 1.499, C7 1.335, C11 1.352
7 C 0.0983 0.0124 1.1380  N6 1.335, C8 1.346, H21 1.087
8 C 1.0757 0.1977 2.0450  C7 1.346, C9 1.382, H22 1.085
9 C 2.3772 -0.1288 1.7154  C8 1.382, C10 1.388, H23 1.087
10 C 2.6652 -0.6434 0.4583  C9 1.388, C11 1.401, H24 1.085
11 C 1.5954 -0.7736 -0.4374  N6 1.352, C10 1.401, H25 1.085
12 H -3.9417 2.4674 2.3752  C1 1.090
13 H -2.2769 1.9882 2.7039  C1 1.098
14 H -3.3995 0.7504 2.1492  C1 1.095
15 H -1.7425 2.5815 0.6248  C2 1.097
16 H -3.4149 2.7862 0.1237  C2 1.098
17 H -0.9140 1.6106 -1.0253  C4 1.097
18 H -2.0903 0.8315 -2.0876  C4 1.102
19 H -0.5443 -0.8132 -2.0238  C5 1.092
20 H -1.5276 -1.3498 -0.6118  C5 1.093
21 H -0.9217 0.2569 1.4240  C7 1.087
22 H 0.8142 0.5834 3.0247  C8 1.085
23 H 3.1461 0.0400 2.4643  C9 1.087
24 H 3.6801 -0.9301 0.2036  C10 1.085
25 H 1.7874 -1.1453 -1.4389  C11 1.085
26 C 3.0833 -3.8929 -2.4841  C27 1.510, O31 1.439, H32 1.087, H33 1.090
27 C 3.5820 -5.1865 -1.8858  C26 1.510, O28 1.433, H34 1.091, H35 1.087
28 O 4.6631 -4.7462 -1.0541  C27 1.433, C29 1.343
29 C 4.4466 -3.4577 -0.7441  O28 1.343, O30 1.193, O31 1.358
30 O 5.0630 -2.8361 0.0661  C29 1.193
31 O 3.4250 -2.9324 -1.4686  C26 1.439, C29 1.358
32 H 2.0118 -3.8992 -2.6700  C26 1.087
33 H 3.6004 -3.6263 -3.4062  C26 1.090
34 H 2.8346 -5.6761 -1.2591  C27 1.091
35 H 3.9307 -5.8915 -2.6354  C27 1.087
36 C 0.6540 2.3725 -5.2379  C37 1.509, O41 1.428, H42 1.087, H43 1.092
37 C 1.1537 2.4132 -3.8146  C36 1.509, O38 1.442, H44 1.091, H45 1.088
38 O 1.1208 1.0248 -3.4256  C37 1.442, C39 1.365
39 C 1.2006 0.2994 -4.5794  O38 1.365, O40 1.191, O41 1.343
40 O 1.3757 -0.8786 -4.5977  C39 1.191
41 O 1.0604 1.0725 -5.6682  C36 1.428, C39 1.343
42 H 1.0963 3.1429 -5.8639  C36 1.087
43 H -0.4334 2.4435 -5.3037  C36 1.092
44 H 2.1797 2.7750 -3.7379  C37 1.091
45 H 0.5180 3.0113 -3.1650  C37 1.088
46 C -1.0744 -2.7131 3.9155  C47 1.512, O51 1.423, H52 1.089, H53 1.093
47 C -1.8772 -2.6724 2.6346  C46 1.512, O48 1.421, H54 1.093, H55 1.090
48 O -2.3161 -4.0169 2.4946  C47 1.421, C49 1.367
49 C -2.3122 -4.5866 3.7370  O48 1.367, O50 1.181, O51 1.363
50 O -2.7782 -5.6415 3.9917  C49 1.181
51 O -1.6979 -3.7690 4.6375  C46 1.423, C49 1.363
52 H -1.1217 -1.7804 4.4749  C46 1.089
53 H -0.0259 -2.9715 3.7447  C46 1.093
54 H -2.7519 -2.0206 2.7096  C47 1.093
55 H -1.2818 -2.3695 1.7734  C47 1.090
56 C 6.6310 -2.6576 2.8188  C57 1.510, O61 1.429, H62 1.087, H63 1.091
57 C 7.1554 -3.9315 3.4372  C56 1.510, O58 1.428, H64 1.092, H65 1.087
58 O 8.2213 -3.4599 4.2619  C57 1.428, C59 1.359
59 C 7.9753 -2.1566 4.5577  O58 1.359, O60 1.185, O61 1.362
60 O 8.5777 -1.5202 5.3551  C59 1.185
61 O 6.9398 -1.6787 3.8126  C56 1.429, C59 1.362
62 H 5.5617 -2.6900 2.6273  C56 1.087
63 H 7.1477 -2.3981 1.8937  C56 1.091
64 H 6.4144 -4.4282 4.0676  C57 1.092
65 H 7.5207 -4.6399 2.6974  C57 1.087
66 C -3.5972 5.8155 2.0260  C67 1.511, O71 1.434, H72 1.088, H73 1.091
67 C -3.9168 6.8334 0.9562  C66 1.511, O68 1.432, H74 1.092, H75 1.087
68 O -2.6793 6.9328 0.2432  C67 1.432, C69 1.349
69 C -1.9927 5.7891 0.4424  O68 1.349, O70 1.190, O71 1.359
70 O -1.0032 5.4783 -0.1415  C69 1.190
71 O -2.5785 5.0238 1.4009  C66 1.434, C69 1.359
72 H -4.4554 5.2040 2.2960  C66 1.088
73 H -3.1859 6.2679 2.9297  C66 1.091
74 H -4.6920 6.4902 0.2685  C67 1.092
75 H -4.2084 7.7977 1.3640  C67 1.087
76 C -4.8355 0.5139 -3.3655  C77 1.511, O81 1.423, H82 1.089, H83 1.094
77 C -5.1435 1.5456 -2.3051  C76 1.511, O78 1.424, H84 1.092, H85 1.088
78 O -6.0971 2.3832 -2.9515  C77 1.424, C79 1.364
79 C -6.6938 1.6514 -3.9356  O78 1.364, O80 1.182, O81 1.363
80 O -7.6434 1.9982 -4.5487  C79 1.182
81 O -6.0450 0.4659 -4.1140  C76 1.423, C79 1.363
82 H -4.5993 -0.4633 -2.9479  C76 1.089
83 H -4.0219 0.8236 -4.0280  C76 1.094
84 H -5.6019 1.1069 -1.4161  C77 1.092
85 H -4.2671 2.1171 -2.0057  C77 1.088

[2]
Density functional theory data (ωB97M-V with the def2-TZVPD basis set) for 2 unconnected molecules or ions with the total composition C4H8Br2O.

Summary:
HOMO (spin up / spin down), eV: -8.83 / -8.74
Frontier orbital gap (spin up / spin down), eV: 7.3 / 7.2
Energy above the lowest of the compared OMol25 structures with the same formula, charge and spin, kJ/mol: 305.7

Each atom is followed by the atoms it is bonded to, with distances in Å.
Cartesian coordinates (Å):
1 C -0.6688 0.0751 -1.7295  C4 1.502, H8 1.146, H9 1.072, H10 1.116
2 C 1.9198 -0.4256 0.9800  O5 1.367, H11 1.126, H12 1.205, H13 1.216
3 C -1.7396 0.6107 0.6154  C4 1.477, Br6 2.095, H14 1.172, H15 1.058
4 C -0.9753 -0.2630 -0.2984  C1 1.502, C3 1.477, Br7 1.840
5 O 0.9284 0.4990 0.8035  C2 1.367
6 Br -3.7580 0.2664 0.1737  C3 2.095
7 Br -0.9304 -2.0756 0.0153  C4 1.840
8 H -0.4931 1.1862 -1.9471  C1 1.146
9 H 0.2468 -0.4283 -1.9693  C1 1.072
10 H -1.4550 -0.3765 -2.3803  C1 1.116
11 H 2.6827 0.0664 1.6469  C2 1.126
12 H 2.3779 -1.0191 0.0367  C2 1.205
13 H 1.6704 -1.3921 1.6736  C2 1.216
14 H -1.7492 0.5221 1.7837  C3 1.172
15 H -1.6691 1.6115 0.2808  C3 1.058

Number 1: energy -69001.268 eV. Number 2: energy -146406.136 eV.